Record 1
Computed, not measured: C59H114BF3Hg2N6O17S as an isolated structure at a distorted geometry, with ωB97M-V/def2-TZVPD.

Computed properties:
Multiplicity = 1
HOMO energy = -11.3529 eV
Electronic energy = -4952.2984 Eh
Largest force on an atom = 8.52 eV/Å
Total charge = +2

The geometry in XYZ format:
```
203
Properties=species:S:1:pos:R:3:mulliken_charge:R:1
H 19.554 -14.466 10.760 0.33
C 18.018 -17.586 10.614 -1.36
H 19.650 -18.812 14.213 0.42
H 15.637 -21.624 -2.812 0.39
Hg 19.977 -25.045 12.050 0.46
H 11.156 -11.510 8.199 0.28
N 13.178 -10.458 6.142 0.55
C 14.217 -12.716 6.316 -1.15
H 6.864 -19.255 8.802 0.36
H 15.977 -18.738 -0.040 0.33
H 13.582 -9.123 5.111 0.38
H 19.662 -17.161 8.711 0.39
H 12.750 -8.045 7.267 0.43
H 20.903 -15.576 12.194 0.42
H 17.453 -17.179 9.775 0.40
H 6.918 -16.197 8.050 0.49
C 14.735 -22.722 10.212 0.66
B 14.658 -21.860 8.117 0.99
H 16.305 -18.300 11.794 0.42
C 13.376 -8.704 7.868 -1.78
H 9.858 -26.445 17.093 0.44
C 19.294 -16.750 10.806 1.52
C 7.052 -18.604 7.948 -1.55
H 7.122 -26.761 14.011 0.49
H 6.135 -18.107 7.633 0.32
C 12.963 -10.224 7.602 1.17
C 13.907 -11.218 8.378 -1.11
C 11.157 -26.267 3.521 1.71
H 19.442 -17.516 15.392 0.37
H 6.161 -24.595 14.728 0.42
H 6.916 -25.870 12.815 0.56
H 8.513 -16.732 6.233 0.39
H 9.727 -24.850 17.783 0.41
C 9.271 -24.474 5.184 -1.34
H 11.300 -25.265 17.135 0.34
H 16.377 -17.406 -2.884 0.31
H 13.946 -12.716 3.588 0.37
C 10.229 -25.424 17.005 -1.67
O 14.410 -23.098 11.314 -0.65
H 9.528 -22.680 15.249 0.30
H 10.762 -10.032 7.376 0.38
O 11.125 -26.164 14.231 -0.36
H 15.222 -12.333 6.138 0.42
F 15.792 -26.559 8.706 -0.17
H 6.939 -19.158 10.983 0.27
H 14.940 -10.880 8.465 0.42
H 7.074 -15.456 10.447 0.40
C 8.190 -24.859 2.943 -1.58
C 13.945 -11.757 4.106 -1.85
H 11.385 -25.299 13.904 0.42
N 9.342 -18.329 9.180 0.25
H 8.561 -22.306 4.045 0.45
C 8.999 -26.037 13.293 2.01
C 11.903 -12.531 5.402 -1.64
C 14.168 -16.966 -0.703 -1.57
O 21.096 -16.512 12.285 -0.42
H 18.217 -18.864 13.028 0.40
H 17.237 -17.914 13.996 0.43
H 14.802 -16.501 -1.458 0.28
H 7.736 -25.698 3.472 0.35
C 7.544 -25.804 13.704 -1.62
H 9.977 -27.702 12.159 0.35
H 17.954 -14.972 11.108 0.36
C 14.315 -20.148 6.554 0.50
O 13.848 -22.384 9.258 -0.30
H 10.286 -22.384 3.651 0.52
C 13.270 -11.811 5.489 1.33
H 12.984 -13.108 8.090 0.26
C 9.607 -25.935 5.685 -0.89
H 13.135 -25.483 3.769 0.43
H 15.358 -19.065 -4.559 0.37
C 8.119 -24.726 15.882 -1.42
H 8.303 -27.378 11.726 0.37
C 10.236 -23.509 15.246 -1.28
H 10.921 -19.129 10.811 0.44
C 8.011 -19.272 11.143 -2.13
H 14.802 -13.115 8.289 0.40
H 17.136 -20.774 -3.449 0.38
H 14.827 -17.015 0.164 0.45
H 14.300 -13.771 6.051 0.43
H 7.680 -25.522 16.483 0.43
C 16.395 -20.856 -2.654 -1.65
H 13.307 -16.305 -0.605 0.42
H 8.822 -26.646 5.428 0.33
H 13.134 -26.394 2.315 0.34
C 18.611 -15.601 13.773 -1.49
H 14.985 -11.462 4.252 0.45
H 14.310 -20.315 -3.986 0.45
C 16.146 -22.317 9.677 0.60
H 7.228 -19.241 7.081 0.37
Hg 13.925 -22.816 0.561 0.38
H 10.302 -18.764 12.432 0.34
H 17.758 -15.179 13.240 0.33
H 16.341 -16.630 11.986 0.33
O 14.006 -19.120 5.933 -0.65
F 14.776 -28.519 8.464 -0.21
H 17.557 -18.565 -3.286 0.47
H 17.257 -18.305 -1.559 0.38
C 13.652 -18.216 -3.714 -0.62
H 7.991 -16.983 12.023 0.33
C 12.632 -18.707 0.016 -1.81
H 11.659 -25.858 5.558 0.46
C 9.308 -22.816 3.437 -2.25
C 11.477 -10.476 8.069 -1.55
H 13.124 -18.563 0.978 0.45
H 14.413 -8.548 7.571 0.40
C 9.401 -24.973 12.263 -1.93
H 10.647 -28.345 2.994 0.42
O 12.703 -9.447 5.320 -0.39
H 6.348 -17.052 10.213 0.32
H 19.383 -14.842 13.648 0.30
C 14.170 -21.536 5.898 0.73
C 19.851 -17.760 14.412 -1.67
H 9.319 -18.211 6.185 0.36
C 15.033 -27.479 9.216 0.66
H 10.969 -17.539 11.332 0.35
H 7.514 -23.680 14.105 0.16
H 8.091 -23.783 16.429 0.54
H 18.589 -15.155 9.450 0.42
O 14.368 -22.500 6.801 -0.50
O 16.844 -26.969 11.307 -0.42
H 8.212 -19.483 12.193 0.50
O 10.858 -24.697 1.795 -0.31
H 11.423 -12.797 6.344 0.23
C 19.019 -16.998 13.278 1.41
H 17.044 -21.247 -1.870 0.36
C 17.819 -17.851 13.076 -1.36
O 17.214 -22.433 10.314 -0.71
H 8.553 -15.671 8.499 0.41
H 12.905 -18.142 -4.504 0.41
H 8.478 -25.335 2.006 0.24
H 11.234 -11.784 4.975 0.41
C 9.014 -27.374 12.552 -1.93
H 7.487 -24.056 2.722 0.44
C 10.333 -18.422 11.397 -1.75
H 20.906 -17.491 14.454 0.40
H 9.300 -16.282 11.050 0.43
S 15.919 -28.084 10.879 1.08
O 9.770 -19.625 8.743 -0.33
H 21.055 -16.491 9.607 0.38
C 18.826 -15.238 10.510 -1.42
O 16.588 -29.327 10.440 -0.48
H 9.732 -25.970 6.767 0.41
N 9.801 -26.027 14.558 0.12
C 10.911 -26.408 4.986 -1.17
H 20.539 -18.185 9.691 0.44
C 9.632 -24.928 15.614 1.48
H 11.162 -23.285 15.776 0.40
H 9.384 -27.157 2.530 0.37
H 10.631 -23.647 14.240 0.21
C 7.270 -16.478 10.124 -0.58
H 10.227 -25.343 1.469 0.37
C 14.713 -19.337 -3.723 -1.13
H 9.804 -23.732 5.778 0.51
H 14.167 -17.256 -3.668 0.24
H 10.707 -27.282 1.571 0.46
C 9.424 -24.309 3.635 1.81
C 17.017 -17.478 11.874 -0.66
H 12.329 -19.754 0.016 0.32
C 8.360 -17.784 8.184 1.54
H 10.105 -17.031 7.121 0.45
C 15.671 -19.452 -2.433 1.16
H 11.292 -9.965 9.014 0.45
C 12.847 -18.366 -2.434 -1.48
H 8.702 -28.123 13.279 0.50
H 18.180 -18.637 10.375 0.43
O 16.046 -22.139 8.487 -0.50
H 11.752 -18.068 -0.046 0.40
C 9.037 -18.289 10.593 1.80
C 12.671 -26.351 3.301 -1.89
C 8.432 -16.941 11.027 -1.21
C 10.454 -27.336 2.630 -1.71
H 8.801 -24.891 11.357 0.38
H 9.240 -22.488 2.400 0.42
C 9.107 -17.389 6.869 -1.78
H 13.152 -8.515 8.918 0.45
H 8.218 -24.456 5.466 0.41
O 14.869 -28.396 11.856 -0.44
N 14.764 -19.428 -1.214 0.39
H 9.292 -23.973 12.682 0.39
C 16.789 -18.356 -2.542 -1.58
H 12.250 -19.276 -2.498 0.48
H 10.725 -19.578 8.663 0.30
O 13.929 -21.728 4.717 -0.69
C 13.930 -12.616 7.865 -0.53
O 15.494 -19.568 -0.058 -0.28
H 13.633 -11.114 9.428 0.39
H 11.952 -17.752 -2.330 0.56
H 10.995 -27.483 5.142 0.50
N 19.849 -17.065 12.115 0.26
C 13.694 -18.344 -1.065 1.47
H 8.267 -20.237 10.706 0.50
C 7.775 -16.410 8.688 -1.36
H 10.433 -25.124 11.945 0.52
N 10.738 -24.895 3.141 0.18
H 11.852 -13.501 4.908 0.43
H 13.042 -27.246 3.800 0.39
C 20.190 -17.152 9.664 -1.87
H 18.264 -15.539 14.805 0.41
H 13.395 -11.131 3.403 0.46
C 7.246 -24.602 14.623 -0.57
F 13.884 -26.930 9.581 -0.19
O 14.441 -20.432 7.856 -0.40
```

Record 2
Computed, not measured: C59H36BaCl4I2N8O4 as an isolated structure at a distorted geometry, with ωB97M-V/def2-TZVPD.

Computed properties:
Multiplicity = 1
HOMO energy = -5.6786 eV
Electronic energy = -5470.5353 Eh
Largest force on an atom = 5.92 eV/Å

The geometry in XYZ format:
```
114
Properties=species:S:1:pos:R:3:mulliken_charge:R:1
C -10.105 5.946 25.486 -0.39
Cl -12.065 16.440 27.621 -0.20
H -0.688 0.180 26.024 0.36
H -1.311 4.413 21.381 0.39
C -1.141 13.739 24.385 -0.98
C -4.937 5.610 20.726 0.01
C -12.546 4.786 26.470 0.58
N -7.053 7.455 23.924 -0.78
N -8.523 9.315 25.657 0.46
C -9.211 10.427 26.035 -0.19
I -6.750 6.804 28.651 -0.47
C -4.828 7.081 22.782 2.00
C -3.238 9.905 30.728 -0.54
C -11.011 5.287 24.649 -0.33
H 0.624 4.884 26.735 0.25
C -2.252 14.351 22.216 -1.08
H -7.287 14.191 26.373 0.64
O -7.422 9.868 28.788 -0.13
H -8.230 4.390 23.851 0.59
H -5.669 4.540 23.060 0.62
H -0.376 13.941 25.089 0.46
C -10.455 6.024 26.834 0.01
C -11.572 5.403 27.335 -0.86
H -1.478 4.442 25.693 0.71
C -10.590 10.071 26.174 -1.15
C -4.255 8.315 22.908 0.23
C -2.340 8.649 27.295 -0.19
C -2.504 1.933 25.281 -0.03
C -5.041 10.215 29.215 -0.05
I -1.648 2.525 29.709 -0.85
C -10.274 15.064 26.187 -0.93
C -3.066 9.188 28.480 0.54
C -4.279 11.648 23.948 2.38
C -6.365 5.318 23.444 -1.27
O -1.369 7.866 27.638 -0.44
C -4.555 10.296 30.472 -0.43
C 0.349 3.872 26.424 -0.44
N -4.820 9.302 23.676 -0.25
C -5.485 12.043 24.601 0.45
C -10.667 8.737 25.817 -1.74
C -7.568 5.214 23.966 -1.33
C -9.364 8.342 25.539 -0.12
H -2.215 10.763 22.267 0.73
H -2.386 5.895 23.053 0.49
H -10.146 11.996 28.474 0.73
C -5.592 13.367 25.209 -1.62
C -7.993 6.601 24.339 -0.12
O -2.551 8.917 26.143 -0.36
H -5.979 5.837 20.548 0.48
C -4.229 4.104 27.364 -0.08
C -12.206 4.758 25.122 -0.89
C -4.052 10.396 23.451 0.02
C -0.862 3.637 25.885 -0.28
H -5.179 10.745 31.243 0.52
C -10.154 12.840 27.861 -0.64
C -6.405 10.735 28.856 0.06
C -3.140 8.855 22.147 -1.55
C -2.326 4.786 21.179 -1.09
H -9.131 13.963 24.808 0.58
N -3.820 6.562 26.733 0.03
H -3.488 3.676 27.970 -0.29
C -3.268 13.533 22.721 0.43
H -11.508 8.085 25.618 0.57
H -4.214 13.504 22.170 0.43
C -1.183 2.271 25.756 0.97
H -2.194 12.410 25.762 0.55
H -2.390 14.910 21.347 0.53
H -4.864 14.179 25.220 0.47
N -4.331 9.569 28.244 0.79
H -12.979 4.401 24.440 0.34
H -11.552 14.050 29.136 0.30
C -1.193 14.394 23.093 0.37
C -7.425 12.066 25.588 0.74
N -3.645 1.971 24.996 -0.68
C -4.290 6.042 21.870 -0.68
C -2.999 5.603 22.130 0.30
H -2.576 8.428 21.358 0.62
C -6.078 6.680 23.379 0.47
Cl 0.159 15.464 22.747 -0.21
O -6.457 11.843 28.401 -0.51
C -2.490 9.305 29.764 -0.54
C -6.850 13.451 25.729 -1.41
C -2.206 12.867 24.769 0.02
C -0.305 1.241 26.092 -0.35
H -4.798 4.344 18.997 0.45
C -3.247 12.685 23.847 -0.93
H -0.983 7.460 26.843 0.31
C -11.088 15.008 27.268 0.23
Ba -5.924 8.835 26.027 1.84
H -10.305 15.940 25.621 0.49
C -9.583 12.816 26.576 -0.19
H -7.183 8.881 29.082 0.02
H -11.909 5.432 28.386 0.36
H -9.779 6.623 27.439 0.36
H -1.468 9.070 30.067 0.48
C -4.323 4.759 19.850 -1.14
H -5.230 3.968 27.907 0.24
H -4.328 3.539 26.400 -0.09
H -11.329 10.831 26.323 0.67
C 0.905 1.706 26.551 -0.33
C -4.009 5.499 27.089 0.17
N -6.627 11.322 24.797 -0.66
Cl -14.004 4.171 26.754 -0.22
C -8.686 11.689 26.072 2.26
C -9.122 6.955 25.070 2.28
C -10.994 13.922 28.153 -0.62
C -3.011 4.308 20.071 0.44
C -9.632 13.945 25.783 -0.65
N 1.291 2.959 26.661 -0.56
Cl -2.428 3.169 18.951 -0.21
H -2.726 10.138 31.690 0.38
H -10.987 5.290 23.547 0.35
H 1.722 1.018 26.842 0.35
C -2.952 10.100 22.580 -1.84
```

Record 3
Computed, not measured: C59H41CoIN7O5P2Se3 as an isolated structure at a distorted geometry, with ωB97M-V/def2-TZVPD.

Computed properties:
Multiplicity = 2
HOMO energy (spin up / spin down) = -5.1729 / -5.1643 eV
Electronic energy = -12600.0911 Eh
Largest force on an atom = 3.15 eV/Å
Total charge = -1

The geometry in XYZ format:
```
119
Properties=species:S:1:pos:R:3:mulliken_charge:R:1
H -1.401 4.089 -5.439 0.13
H 3.775 -4.623 -0.382 0.48
N 0.955 -0.822 1.643 1.36
H -0.282 -2.450 1.588 0.69
C 1.982 -4.022 -1.372 0.04
C -2.420 -1.115 -5.184 -0.46
C 1.748 -1.685 4.187 -0.59
H -3.769 1.162 -7.284 0.41
C -0.952 4.541 -4.571 -0.41
C 5.811 2.359 -4.295 -0.93
C -1.884 -0.883 5.860 -0.81
C 3.781 1.486 3.723 0.85
C -1.837 -0.253 -4.276 -1.08
C 1.879 -0.115 2.360 -0.32
H -3.550 -1.281 -6.997 0.39
H -2.820 2.694 -5.634 0.42
H -3.944 4.898 1.758 0.41
H -6.512 1.544 1.168 0.41
C -0.851 -0.086 5.401 -0.61
H -3.777 -1.765 5.381 0.42
C 2.406 -0.042 -6.215 0.20
C -2.095 -0.562 0.832 -0.64
C -3.097 -0.607 -6.283 -0.64
H 4.327 0.579 -6.943 0.40
C 1.444 -1.045 -6.211 -0.13
N 1.978 0.074 -2.027 -0.18
H -6.209 3.989 1.383 0.39
P 1.989 1.554 -5.458 1.32
C 3.135 -6.089 -1.808 -0.56
H -0.725 6.418 -5.547 0.42
C -0.738 3.815 -3.411 1.10
C 3.780 3.019 1.755 -0.80
C -0.884 0.428 4.117 -0.40
C 1.917 -2.714 -0.601 0.38
Se 4.909 1.307 5.988 0.21
C -2.960 -1.148 5.029 -0.86
H -0.008 0.127 6.044 0.50
C 6.006 3.655 -4.747 -0.44
C 3.584 -0.207 -6.931 -0.42
H 3.008 -3.281 -8.199 0.38
H 1.911 2.690 -1.038 0.64
I 2.346 -8.204 -3.849 0.00
C -3.011 2.983 1.794 -0.22
H -4.586 0.049 1.298 0.43
Se -2.533 2.056 -1.458 -0.24
H 4.436 0.719 -4.156 0.49
C 2.322 2.452 -0.065 0.02
C 0.036 6.480 -3.543 -0.64
C -4.096 3.832 1.682 -0.89
H 4.726 -1.511 -8.179 0.39
C 0.813 -2.379 3.439 -1.63
C 3.033 -4.895 -1.118 -0.33
H 0.386 -5.803 -3.769 0.40
O -1.258 -0.525 -0.105 -0.05
P -1.219 2.082 -3.087 0.72
H 0.346 -3.272 3.822 0.55
H -2.348 -2.182 -5.025 0.51
C -4.446 1.107 1.441 0.03
C 1.026 -4.354 -2.323 -0.35
N 4.657 2.173 4.442 -0.92
H 0.213 -3.671 -2.517 0.53
C 0.448 -1.911 2.177 -0.15
C 1.439 1.109 -3.808 -0.27
C 3.783 3.687 -5.646 -0.61
H -0.092 3.899 -1.368 0.28
H 0.921 -2.993 -6.917 0.46
C 2.844 -2.377 -7.633 -0.49
C 0.203 5.771 -2.362 -0.74
C 3.585 2.395 -5.183 0.01
C -3.170 1.605 1.679 -0.06
C -2.668 1.632 -5.521 -0.30
C -0.556 5.867 -4.633 -0.87
C -1.948 0.148 3.266 0.21
H -2.039 3.428 1.958 0.42
C 0.378 1.247 -2.898 -0.04
H 2.059 -2.025 5.163 0.53
H 2.991 4.191 -6.183 0.29
C 4.997 4.315 -5.427 -0.57
H 0.520 -0.905 -5.663 0.21
H -0.673 2.125 1.964 0.19
O 0.896 -2.006 -0.861 -0.66
O 2.812 -2.442 0.188 -0.78
C -3.225 0.762 -6.441 -0.73
C -2.993 -0.638 3.746 -0.41
C 1.120 -5.545 -3.020 -0.59
H 4.517 3.663 2.213 0.53
N 3.733 0.031 5.546 -0.92
H 3.955 -6.768 -1.624 0.37
C -1.979 0.676 1.843 1.51
C 1.668 -2.212 -6.917 -0.72
Co 0.657 -0.118 -0.065 -0.54
H -0.055 1.036 3.782 0.40
C 3.265 0.292 4.334 0.73
N 1.899 1.349 0.523 0.35
Se 0.691 2.586 -6.742 -0.41
C -1.932 1.127 -4.462 0.79
C 3.341 1.884 2.422 0.39
H 5.156 5.320 -5.790 0.41
H 6.949 4.152 -4.567 0.40
C -5.362 3.325 1.465 -0.50
H -1.860 -1.290 6.861 0.40
H 0.621 6.252 -1.489 0.45
N 0.775 0.564 -1.805 1.72
C 4.605 1.723 -4.513 -0.08
C -0.188 4.449 -2.296 -0.55
C 2.176 -6.394 -2.755 -0.02
H 6.602 1.840 -3.774 0.43
C 3.805 -1.380 -7.630 -0.73
H -3.824 -0.871 3.103 0.32
C 3.256 3.315 0.505 -1.43
H -1.328 -0.642 -3.402 0.72
C -5.531 1.958 1.348 -1.06
C 2.382 1.048 1.766 -0.22
O -0.767 1.304 1.474 0.45
N 2.390 0.370 -3.207 -0.96
O -2.955 -1.398 1.021 -0.73
C 2.304 -0.527 3.658 0.67
H 3.559 4.204 -0.029 0.59
H 0.353 7.511 -3.606 0.39
```

It is found that the ΔE to the lowest compared entry with this formula, charge and spin values, taken in the order of the records, are 0.0000; 2.6752; 1.0243 eV.